Here is one molecule with the formula C5H10S from OMol25. Energies are from the ωB97M-V functional and the def2-TZVPD basis.

Values from the calculation:
* charge: 0
* energy above the lowest of the compared OMol25 structures with the same formula, charge and spin: 25.4 kcal/mol
* spin multiplicity: 1
* Kohn-Sham gap: 0.3446 Ha

Last column: natural (NBO) charge in e.
CARTESIAN COORDINATES (ANGSTROEM)
C (0.491, 1.585, -0.544)  -0.613
C (0.357, 0.729, 0.682)  -0.230
C (0.324, -0.767, 0.714)  -0.225
C (0.566, -1.625, -0.535)  -0.612
C (-0.955, 0.016, 0.985)  -0.364
S (-2.364, -0.068, -0.114)  -0.016
H (1.514, 1.918, -0.788)  0.219
H (0.074, 1.088, -1.440)  0.199
H (-0.099, 2.475, -0.381)  0.219
H (0.615, 1.265, 1.607)  0.217
H (0.760, -1.195, 1.616)  0.213
H (0.230, -1.133, -1.459)  0.205
H (-0.014, -2.540, -0.418)  0.219
H (1.597, -1.918, -0.653)  0.218
H (-1.324, 0.029, 2.023)  0.235
H (-1.773, 0.140, -1.297)  0.114


Here is one molecule with the formula C5H10S2 from OMol25. Energies are from the ωB97M-V functional and the def2-TZVPD basis.

Values from the calculation:
* charge: 0
* energy above the lowest of the compared OMol25 structures with the same formula, charge and spin: 14.3 kcal/mol
* spin multiplicity: 1
* Kohn-Sham gap: 0.3250 Ha

Last column: natural (NBO) charge in e.
CARTESIAN COORDINATES (ANGSTROEM)
C (-0.929, 2.829, 0.428)  -0.755
S (-0.690, 1.417, -0.680)  0.234
C (-0.016, 0.279, 0.542)  -0.361
C (0.035, -1.067, 0.424)  -0.179
C (0.384, -1.973, 1.517)  -0.644
S (-0.555, -1.825, -1.077)  0.234
C (0.431, -0.931, -2.284)  -0.768
H (-1.615, 2.664, 1.339)  0.227
H (0.106, 3.163, 0.736)  0.218
H (-1.291, 3.649, -0.160)  0.231
H (0.431, 0.737, 1.435)  0.214
H (0.987, -1.402, 2.257)  0.217
H (-0.452, -2.410, 2.040)  0.227
H (1.018, -2.793, 1.126)  0.225
H (1.477, -1.096, -1.964)  0.217
H (0.350, 0.164, -2.356)  0.226
H (0.328, -1.404, -3.323)  0.238


Here is one molecule with the formula C5H10S3 from OMol25. Energies are from the ωB97M-V functional and the def2-TZVPD basis.

Values from the calculation:
* charge: 0
* energy above the lowest of the compared OMol25 structures with the same formula, charge and spin: 92.0 kcal/mol
* spin multiplicity: 1
* Kohn-Sham gap (alpha / beta): 0.2787 / 0.2788 Ha

Last column: natural (NBO) charge in e.
CARTESIAN COORDINATES (ANGSTROEM)
C (1.840, 0.306, -0.067)  -0.401
C (0.278, -0.771, -1.235)  -0.312
C (1.623, 0.725, 1.449)  -0.631
C (-1.919, 0.276, -0.723)  -0.640
C (-0.905, -0.732, -0.387)  -0.362
S (1.901, -1.269, -0.602)  0.313
S (0.230, 0.030, -2.771)  0.050
S (-1.689, -2.377, -0.936)  -0.077
H (2.111, 1.057, -0.706)  0.183
H (0.668, 0.260, 1.710)  0.206
H (1.535, 1.722, 1.513)  0.208
H (2.549, 0.299, 1.797)  0.229
H (-1.970, 0.377, -1.789)  0.222
H (-1.835, 1.223, -0.194)  0.233
H (-2.877, -0.066, -0.463)  0.228
H (-0.594, -0.856, 0.692)  0.252
H (1.580, -0.032, -2.907)  0.150
H (-0.687, -3.289, -0.487)  0.150


Here is one molecule with the formula C5H10SSi from OMol25. Energies are from the ωB97M-V functional and the def2-TZVPD basis.

Values from the calculation:
* charge: 0
* energy above the lowest of the compared OMol25 structures with the same formula, charge and spin: 0.0 kcal/mol
* spin multiplicity: 1
* Kohn-Sham gap: 0.3412 Ha

Last column: natural (NBO) charge in e.
CARTESIAN COORDINATES (ANGSTROEM)
C (1.441, -0.668, 1.444)  -1.013
Si (-0.112, -0.087, 0.277)  1.518
C (-0.528, 1.767, 0.496)  -1.078
C (-1.813, -0.886, 0.648)  -1.064
C (0.199, -0.586, -1.425)  -0.498
C (0.796, -0.655, -2.548)  -0.227
S (1.790, -0.770, -3.889)  0.124
H (1.453, 0.190, 2.094)  0.220
H (1.138, -1.525, 2.073)  0.236
H (2.300, -0.750, 0.840)  0.235
H (-0.286, 2.425, -0.303)  0.241
H (-1.657, 1.819, 0.672)  0.234
H (-0.083, 2.138, 1.414)  0.234
H (-1.761, -1.374, 1.636)  0.228
H (-2.512, -0.022, 0.694)  0.227
H (-2.057, -1.575, -0.079)  0.234
H (1.691, 0.559, -4.044)  0.148


Here is one molecule with the formula C5H10Si from OMol25. Energies are from the ωB97M-V functional and the def2-TZVPD basis.

Values from the calculation:
* charge: 0
* energy above the lowest of the compared OMol25 structures with the same formula, charge and spin: 89.9 kcal/mol
* spin multiplicity: 1
* Kohn-Sham gap (alpha / beta): 0.2984 / 0.2609 Ha

Last column: natural (NBO) charge in e.
CARTESIAN COORDINATES (ANGSTROEM)
C (-0.121, 0.370, 2.186)  -0.327
C (1.014, -0.286, 1.982)  -0.288
C (-1.243, 0.354, 1.185)  -0.418
C (-1.043, 0.434, -0.373)  -0.879
C (1.537, -0.235, -2.311)  -1.107
Si (0.239, -0.766, -1.022)  1.222
H (-0.388, 0.764, 3.183)  0.208
H (1.849, -0.324, 2.677)  0.175
H (-1.713, -0.579, 1.363)  0.209
H (-1.893, 1.182, 1.446)  0.205
H (-1.928, -0.122, -0.714)  0.239
H (-0.966, 1.409, -0.706)  0.231
H (1.147, -0.512, -3.294)  0.244
H (1.492, 0.778, -2.225)  0.231
H (2.623, -0.578, -2.010)  0.267
H (-0.605, -1.888, -1.367)  -0.212


Here is C5H11AgBr2F2NOPt as an isolated structure from OMol25. Energies are from the ωB97M-V functional and the def2-TZVPD basis.

Values from the calculation:
* charge: +1
* energy above the lowest of the compared OMol25 structures with the same formula, charge and spin: 34.7 kcal/mol
* ⟨S²⟩: 2.00
* spin multiplicity: 3
* Kohn-Sham gap (alpha / beta): 0.2497 / 0.2196 Ha

Last column: Löwdin spin population.
CARTESIAN COORDINATES (ANGSTROEM)
Ag (1.491, -1.387, -3.696)  0.000
Pt (3.273, 0.420, -0.863)  1.626
F (3.256, 0.763, -3.018)  0.174
F (1.711, -1.030, -1.378)  0.127
Br (-2.358, -2.727, -0.090)  0.000
C (-0.466, -3.408, -0.404)  0.001
C (0.426, -2.783, 0.745)  0.000
Br (-0.119, -3.471, 2.574)  0.000
H (-0.151, -3.229, -1.431)  0.001
H (-0.367, -4.486, -0.273)  0.000
H (0.358, -1.695, 0.735)  0.000
H (1.479, -3.047, 0.649)  0.000
C (0.803, 2.392, 0.767)  0.006
O (1.598, 1.536, 0.307)  0.052
N (-0.505, 2.174, 0.614)  0.010
C (-1.446, 3.134, 1.117)  0.001
C (-1.093, 1.009, -0.162)  0.000
H (1.039, 3.302, 1.340)  0.000
H (-2.353, 2.678, 1.512)  0.000
H (-1.817, 3.743, 0.293)  0.001
H (-0.950, 3.884, 1.734)  0.000
H (-1.792, 1.473, -0.857)  0.000
H (-0.361, 0.414, -0.708)  0.000
H (-1.656, 0.344, 0.492)  0.000


Here is C5H11BFLiO as an isolated structure from OMol25. Energies are from the ωB97M-V functional and the def2-TZVPD basis.

Values from the calculation:
* charge: 0
* spin multiplicity: 1
* Kohn-Sham gap: 0.1515 Ha

Last column: natural (NBO) charge in e.
CARTESIAN COORDINATES (ANGSTROEM)
C (-0.350, 1.689, -0.753)  -0.646
C (-1.183, 0.869, 0.228)  -0.434
C (-1.532, -0.522, -0.283)  0.201
F (-2.546, -0.336, -1.269)  -0.417
C (-0.353, -1.271, -0.792)  -0.996
B (0.709, -1.462, 0.261)  0.920
C (1.861, -0.334, 0.376)  -1.024
O (0.791, -2.506, 1.203)  -0.943
H (-0.954, 2.041, -1.578)  0.251
H (0.434, 1.071, -1.179)  0.193
H (0.069, 2.567, -0.239)  0.144
H (-2.103, 1.422, 0.394)  0.218
H (-0.695, 0.816, 1.199)  0.185
H (-2.037, -1.070, 0.520)  0.131
H (-0.661, -2.276, -1.092)  0.210
H (2.840, -0.732, 0.623)  0.250
H (1.538, 0.353, 1.177)  0.179
H (1.846, 0.168, -0.573)  0.141
H (0.310, -2.240, 1.986)  0.486
Li (2.014, 1.754, -0.209)  0.949


Here is C5H11BeClCoF3O3S as an isolated structure from OMol25. Energies are from the ωB97M-V functional and the def2-TZVPD basis.

Values from the calculation:
* charge: -2
* energy above the lowest of the compared OMol25 structures with the same formula, charge and spin: 0.0 kcal/mol
* ⟨S²⟩: 6.01
* spin multiplicity: 5
* Kohn-Sham gap (alpha / beta): 0.2022 / 0.2442 Ha

Last column: Löwdin spin population.
CARTESIAN COORDINATES (ANGSTROEM)
Co (-0.109, -0.025, -2.125)  2.907
Cl (0.478, -1.604, -0.746)  0.163
C (1.551, 1.036, -2.590)  0.142
C (-1.095, -1.029, -3.587)  0.138
H (1.562, 1.454, -3.613)  0.020
H (1.651, 1.869, -1.868)  0.019
H (2.422, 0.366, -2.463)  0.013
H (-1.048, -0.561, -4.588)  0.020
H (-2.158, -1.121, -3.296)  0.020
H (-0.666, -2.047, -3.642)  0.013
Be (-0.959, 0.074, 0.689)  0.041
C (-2.107, -0.891, 1.411)  0.010
C (-1.291, 0.930, -0.770)  0.411
H (-3.070, -0.549, 1.020)  0.001
H (-1.944, -1.946, 1.169)  0.001
H (-2.070, -0.776, 2.503)  0.000
H (-2.316, 0.857, -1.192)  0.037
H (-1.027, 2.010, -0.817)  0.038
F (2.361, 0.606, 4.675)  0.000
C (2.342, 0.506, 3.333)  0.000
F (2.643, 1.700, 2.806)  0.000
F (3.278, -0.384, 2.967)  0.000
S (0.632, -0.069, 2.786)  0.001
O (0.827, -1.485, 2.621)  0.002
O (-0.198, 0.447, 3.852)  0.000
O (0.308, 0.633, 1.466)  0.003